No. 1
DFT (wB97M-V/def2-TZVPD) results for one molecule with the formula C13H21NO.

Structure (XYZ):
```
36
Properties=species:S:1:pos:R:3:forces:R:3
C -5.3084 -1.4202 0.1992 -0.1 -0.1 0.0
O -4.4452 -0.3167 0.2523 0.1 0.2 0.0
C -3.1277 -0.6284 -0.1330 0.3 0.1 0.2
C -2.2630 0.6435 -0.0388 -0.5 0.0 -0.2
C -2.7570 1.6807 -1.0444 0.0 -0.1 0.4
N -0.8513 0.4090 -0.2593 0.0 -0.2 -0.2
C -0.1362 -0.2979 0.7927 0.0 -0.1 0.0
C 1.3332 -0.3419 0.4660 0.0 -0.2 0.0
C 1.9388 -1.5495 0.1562 -0.1 0.1 0.1
C 3.2833 -1.6176 -0.1646 0.1 0.0 0.0
C 4.0544 -0.4666 -0.1870 0.0 -0.1 0.0
C 5.5123 -0.5078 -0.5339 0.0 0.0 0.0
C 3.4433 0.7433 0.1198 -0.1 -0.1 0.0
C 2.0988 0.8277 0.4445 0.1 0.0 0.0
C 1.4804 2.1505 0.7750 0.0 0.0 0.0
H -4.9757 -2.2208 0.8729 0.0 0.0 0.0
H -6.2885 -1.0667 0.5132 0.0 -0.1 0.0
H -5.3753 -1.8264 -0.8187 0.0 0.0 0.0
H -2.7234 -1.4131 0.5268 0.0 0.0 -0.1
H -3.1126 -1.0142 -1.1667 0.0 0.0 0.0
H -2.3781 1.0470 0.9736 0.0 0.0 0.0
H -2.6211 1.3147 -2.0600 0.0 -0.1 -0.2
H -3.8120 1.8740 -0.8762 -0.1 0.1 -0.1
H -2.1970 2.6044 -0.9313 0.1 0.1 0.0
H -0.7056 -0.0565 -1.1501 0.0 0.1 0.0
H -0.2984 0.2557 1.7234 0.0 -0.1 0.0
H -0.4992 -1.3281 0.9470 0.1 0.2 0.1
H 1.3503 -2.4571 0.1693 -0.1 -0.1 0.0
H 3.7312 -2.5726 -0.3999 0.1 -0.1 0.0
H 5.7084 0.0956 -1.4196 0.1 0.0 -0.1
H 6.1087 -0.1024 0.2826 0.1 0.0 0.0
H 5.8377 -1.5265 -0.7292 0.1 0.0 0.0
H 4.0379 1.6468 0.1036 0.0 0.1 0.0
H 0.5607 2.2795 0.2098 0.0 0.1 0.0
H 2.1650 2.9641 0.5494 0.0 0.1 0.0
H 1.2312 2.1945 1.8354 0.0 0.1 0.1
```
Forces are in eV/Å.

SMILES string	COC[C@H](C)NCc1ccc(C)cc1C
2S+1	1

---

No. 2
DFT (wB97M-V/def2-TZVPD) results for an isolated ion of composition C4H8NS and charge +1.

Structure (XYZ):
```
14
Properties=species:S:1:pos:R:3:forces:R:3
C 0.8389 -0.4788 -2.3709 0.3 1.2 1.1
C 0.0552 -0.2607 -1.3144 -3.1 -0.2 0.5
C 0.4431 0.4046 -0.0105 -0.8 0.5 -2.3
N 0.0497 -0.3845 1.2414 2.9 3.2 3.0
C -1.1646 0.4732 1.7562 1.8 -0.4 -4.0
S -0.6875 1.8089 0.5526 0.6 -0.6 0.1
H 0.5740 -1.0004 -3.2786 -0.3 0.2 0.1
H 1.7852 0.0667 -2.3299 0.3 -0.8 -0.2
H -1.0812 -0.4071 -1.3247 1.6 -0.6 -0.3
H 1.4942 0.6682 -0.2177 -0.1 -0.1 1.5
H 0.9278 -0.2580 1.8782 -2.0 0.0 -0.9
H -0.0765 -1.3509 1.3120 -0.6 -2.3 -1.0
H -2.0160 -0.0386 1.3543 -0.7 -0.2 0.5
H -1.1424 0.7576 2.7519 0.0 0.1 1.9
```
Forces are in eV/Å.

SMILES string	C=C[C@@H]1[NH2+]CS1
net charge	+1
2S+1	1

---

So what do the calculations give for frontier orbital gap? Going down the list: 9.62 9.91 eV.
So what do the calculations give for relative energy (zero: lowest compared OMol25 entry of this formula, charge and spin)? Going down the list: 9.3 38.4 kcal/mol.